[1]
{"formula": "C31H46AuN6O3Se2", "method": "ωB97M-V/def2-TZVPD", "gap_ha": [0.2963, 0.2264], "charge": 1, "e_homo_ev": [-10.332, -10.664], "s2": 2.016, "lumo_ev": [-2.27, -4.50], "de_lowest_kcal_mol": 0.00, "spin_multiplicity": 3, "elements": ["Au", "Se", "Se", "O", "O", "O", "N", "N", "N", "N", "N", "N", "C", "C", "C", "C", "C", "C", "C", "C", "C", "C", "C", "C", "C", "C", "C", "C", "C", "C", "C", "C", "C", "C", "C", "C", "C", "C", "C", "C", "C", "C", "C", "H", "H", "H", "H", "H", "H", "H", "H", "H", "H", "H", "H", "H", "H", "H", "H", "H", "H", "H", "H", "H", "H", "H", "H", "H", "H", "H", "H", "H", "H", "H", "H", "H", "H", "H", "H", "H", "H", "H", "H", "H", "H", "H", "H", "H", "H"], "positions_angstrom": [[0.3714, 0.5080, 1.3506], [0.0554, -1.7992, 2.6761], [-2.1362, 0.1243, 0.8344], [-2.8450, 3.6543, 1.0908], [0.6292, 3.5324, 1.7969], [-1.2070, 2.2483, 0.5207], [4.6474, 0.8201, 2.0062], [2.9710, -0.1361, 3.2891], [3.1046, -4.6611, 0.5005], [2.3956, 0.9828, 1.3662], [-1.3271, -0.7926, -1.7749], [-2.7485, 0.8730, -1.8742], [1.1902, -4.2895, 1.9009], [3.3338, 0.5717, 2.2026], [5.6722, 0.2748, 2.8935], [-5.6829, 0.3214, -0.9227], [2.7664, 1.8283, 0.2283], [5.1086, 1.7233, 0.9555], [3.2274, -3.3411, 0.4010], [-1.4818, -0.6114, -5.4783], [-1.0489, -1.1329, -4.2780], [-1.0935, -4.6360, -2.7655], [-5.2708, -1.0710, -1.3998], [2.1004, -5.1088, 1.2507], [-2.0539, 0.0776, -1.0584], [1.3238, -2.9083, 1.7839], [-1.5518, -0.5377, -3.1236], [-0.6476, 4.1825, 1.8631], [-5.1635, 1.4792, -1.7799], [-0.5658, 5.5530, 1.2023], [-1.6752, 3.3195, 1.1081], [-2.4471, 0.5233, -3.1827], [-2.8820, 1.0536, -4.3949], [-2.3826, 0.4653, -5.5368], [-1.0954, 4.2867, 3.3176], [2.3839, -2.4290, 1.0183], [-2.0357, -3.8100, -1.8978], [-0.4926, -1.8732, -1.2395], [5.2111, -1.0388, 3.4895], [3.8905, -0.8087, 4.1944], [-1.3136, -3.0676, -0.7764], [-3.7271, 1.9042, -1.5030], [3.9921, 2.6583, 0.5513], [-0.6262, -3.7477, -0.2644], [-0.3067, -4.0305, -3.2212], [3.7605, 3.3368, 1.3763], [4.0516, -2.9817, -0.2077], [-0.4491, 4.9826, 3.8582], [-2.1185, 4.6528, 3.3723], [-5.8467, -1.8421, -0.8882], [2.9531, 1.2086, -0.6580], [0.0871, -1.4578, -0.4175], [-1.1173, -1.0400, -6.4017], [-6.7733, 0.3689, -0.9228], [-2.6013, -3.1026, -2.5138], [2.5495, -1.3661, 0.8945], [-2.0228, -2.7274, -0.0156], [-2.6896, 0.8409, -6.5031], [5.4544, 1.1395, 0.0956], [-2.7821, -4.4699, -1.4520], [2.0097, -6.1862, 1.3354], [5.9679, 2.2720, 1.3442], [-1.0447, 3.3103, 3.8034], [5.9151, 0.9994, 3.6788], [-5.2934, 1.2326, -2.8379], [5.9565, -1.4232, 4.1840], [0.2089, -2.1403, -2.0291], [-4.2184, -1.2957, -1.2200], [4.0382, -0.2080, 5.0960], [-0.3550, -1.9603, -4.2440], [0.3874, -4.7271, 2.4800], [2.0003, -0.4172, 3.3161], [-3.4573, 2.8004, -2.0640], [-5.3802, 0.4750, 0.1178], [1.1672, 3.8940, 2.5106], [1.9192, 2.4773, 0.0084], [-3.5711, 1.8847, -4.4391], [-3.5726, 2.1465, -0.4542], [-5.4518, -1.1844, -2.4713], [3.4314, -1.7507, 4.4939], [0.0758, 6.2107, 1.7913], [6.5703, 0.1301, 2.2917], [-5.7696, 2.3697, -1.5999], [-0.5985, -5.4068, -2.1721], [-1.5559, 6.0009, 1.1325], [5.0807, -1.7732, 2.6907], [-0.1450, 5.4618, 0.2008], [4.2913, 3.2615, -0.3051], [-1.6282, -5.1309, -3.5756]], "forces_ev_per_a": [[-0.5602, -0.5116, 0.2297], [0.1227, 0.1428, -0.0490], [0.2181, 0.1760, -0.0818], [0.0725, -0.0023, 0.0930], [-0.0512, 0.0142, 0.0568], [0.2514, 0.3420, -0.1435], [-0.0511, 0.0465, 0.0428], [0.0393, 0.0673, -0.0287], [-0.0137, 0.0246, 0.0186], [0.0444, 0.1800, -0.0929], [-0.0127, 0.0102, -0.0806], [0.0094, -0.0102, -0.0116], [-0.0378, 0.0307, -0.0030], [0.0494, -0.0254, 0.0551], [0.0238, -0.0185, -0.0244], [-0.0016, 0.0113, 0.0146], [-0.0036, 0.0205, -0.0551], [0.0202, -0.0351, -0.0258], [0.0305, 0.0093, -0.0088], [-0.0081, 0.0066, -0.0264], [0.0000, 0.0306, 0.0390], [0.0367, -0.0185, -0.0241], [-0.0170, -0.0212, -0.0310], [0.0142, -0.0580, 0.0101], [0.0200, -0.0235, 0.1814], [0.0946, -0.0815, -0.0547], [-0.0089, -0.0210, -0.0055], [0.0525, 0.0490, 0.0436], [-0.0009, 0.0227, -0.0014], [-0.0512, -0.0044, -0.0223], [-0.1343, -0.2047, -0.0697], [-0.0462, 0.0090, -0.0027], [0.0398, -0.0264, 0.0344], [0.0056, 0.0027, -0.0130], [-0.0631, -0.0022, -0.0248], [-0.0791, 0.0390, 0.0087], [-0.0307, 0.0129, -0.0177], [0.0098, 0.0274, -0.0806], [0.0007, -0.0116, -0.0191], [-0.0033, -0.0152, -0.0055], [0.0232, -0.0387, 0.0573], [0.0706, -0.0158, 0.0082], [-0.0071, 0.0104, 0.0271], [-0.0152, 0.0036, -0.0009], [-0.0069, 0.0150, 0.0033], [0.0042, 0.0147, -0.0171], [-0.0004, -0.0088, -0.0075], [0.0219, -0.0163, -0.0021], [0.0099, 0.0167, 0.0020], [-0.0010, 0.0108, 0.0157], [0.0295, -0.0070, 0.0216], [0.0501, -0.0274, 0.0628], [-0.0028, -0.0044, 0.0002], [0.0024, 0.0096, -0.0186], [0.0125, 0.0051, -0.0051], [-0.0440, -0.1119, -0.0780], [-0.0013, 0.0027, -0.0160], [0.0020, -0.0029, -0.0016], [0.0106, 0.0177, 0.0026], [0.0085, -0.0067, 0.0085], [-0.0024, 0.0039, -0.0043], [-0.0256, 0.0229, 0.0185], [-0.0192, -0.0014, -0.0083], [-0.0080, -0.0134, 0.0048], [0.0143, 0.0124, -0.0062], [0.0022, 0.0218, 0.0119], [-0.0073, -0.0223, 0.0146], [0.0421, 0.0127, 0.0030], [0.0100, -0.0038, -0.0038], [-0.0023, -0.0079, 0.0052], [-0.0045, -0.0008, 0.0057], [-0.0517, 0.0069, 0.0403], [-0.0401, -0.0155, -0.0240], [0.0040, -0.0070, -0.0020], [-0.0046, -0.0068, -0.0340], [0.0161, -0.0067, 0.0158], [-0.0071, -0.0008, -0.0030], [-0.0244, 0.0213, 0.0232], [-0.0132, 0.0016, 0.0027], [0.0058, -0.0036, 0.0022], [0.0146, -0.0021, -0.0083], [-0.0012, -0.0079, 0.0057], [-0.0097, -0.0213, 0.0362], [-0.0085, -0.0002, 0.0056], [0.0017, -0.0004, 0.0156], [0.0008, -0.0134, 0.0127], [-0.0127, -0.0006, -0.0087], [-0.0016, -0.0215, -0.0152], [-0.0154, 0.0034, 0.0071]], "mulliken_spin": [0.298, 0.533, 0.804, 0.033, -0.001, 0.142, 0.001, 0.002, 0.009, 0.074, 0.023, 0.043, -0.002, 0.002, 0.001, 0.013, -0.020, 0.000, 0.001, 0.004, 0.002, 0.001, -0.033, 0.002, 0.000, -0.015, -0.001, 0.019, -0.005, 0.004, 0.002, 0.004, -0.002, 0.006, -0.003, 0.018, 0.003, 0.001, 0.000, 0.001, -0.003, -0.003, 0.006, 0.004, 0.000, 0.000, 0.000, 0.001, 0.001, 0.000, -0.005, 0.003, 0.000, 0.000, 0.001, 0.001, 0.003, 0.000, 0.000, -0.001, 0.000, 0.000, 0.001, 0.000, 0.000, 0.000, 0.000, 0.024, 0.000, 0.000, -0.005, 0.001, 0.001, -0.003, -0.001, 0.013, -0.001, 0.001, -0.001, 0.000, 0.000, 0.000, -0.001, 0.000, 0.000, 0.000, -0.001, -0.001, 0.000]}



[2]
{"formula": "C20H40Br20", "method": "ωB97M-V/def2-TZVPD", "gap_ha": 0.3791, "charge": 0, "e_homo_ev": -10.112, "lumo_ev": 0.20, "de_lowest_kcal_mol": 29.15, "elements": ["Br", "Br", "Br", "Br", "Br", "Br", "Br", "Br", "Br", "Br", "Br", "Br", "Br", "Br", "Br", "Br", "Br", "Br", "Br", "Br", "C", "C", "C", "C", "C", "C", "C", "C", "C", "C", "C", "C", "C", "C", "C", "C", "C", "C", "C", "C", "H", "H", "H", "H", "H", "H", "H", "H", "H", "H", "H", "H", "H", "H", "H", "H", "H", "H", "H", "H", "H", "H", "H", "H", "H", "H", "H", "H", "H", "H", "H", "H", "H", "H", "H", "H", "H", "H", "H", "H"], "positions_angstrom": [[2.2935, 0.7873, -5.2079], [4.5334, 0.2953, 1.9747], [-4.7085, 0.8892, -0.3215], [-0.9324, 0.3429, -1.8026], [-5.3207, -2.5632, 1.1924], [-2.8462, 0.2861, 3.4373], [-0.4679, -2.5349, 3.2896], [1.0491, 1.1498, 2.2455], [1.7820, -3.2897, -2.6366], [6.2009, 3.2665, -1.5446], [4.5930, -0.5370, -1.4895], [3.0359, -3.3919, 1.7775], [2.9589, 4.9813, 1.2157], [-8.6361, 0.8735, 2.0278], [1.4946, 3.6257, -2.5613], [-4.2986, -3.6589, -3.4900], [-1.4653, -4.0306, -0.6248], [-1.2488, 6.2203, -0.1383], [-0.8798, -1.7312, -5.7703], [2.6967, -0.6360, 6.1316], [0.8095, 0.9460, 0.2998], [-0.7371, -1.1922, 4.7007], [-2.5525, -3.2625, -4.1342], [-0.6433, 0.8251, 0.0354], [-3.6404, -2.5754, 0.2069], [5.0319, 4.4283, -0.6755], [2.7415, -3.7560, -0.9261], [-6.0005, 0.9097, 1.1126], [-2.9556, -3.8692, 0.4375], [-2.2507, -0.9030, 4.8636], [-2.6652, -2.3507, -5.2765], [-7.3668, 0.6794, 0.5138], [0.1599, 5.0053, -0.7747], [3.9469, 0.3370, 3.8240], [3.2978, -0.9093, 4.2934], [-0.0933, 4.6611, -2.2124], [4.3631, -0.0955, -3.3626], [2.9163, 0.3836, -3.4515], [4.1553, 3.7350, 0.3655], [1.8975, -3.2422, 0.2209], [-2.0003, -2.8720, -3.2905], [-2.6430, -3.8966, 1.5158], [-5.8281, 0.1236, 1.8472], [-7.7718, 1.4668, -0.1449], [5.4970, 5.3230, -0.2083], [1.6912, -2.2276, -0.0305], [4.6605, -0.9056, -4.0338], [-2.5763, -0.3821, 5.7548], [3.9150, -1.7671, 4.4071], [3.6891, -3.2573, -0.9629], [1.2049, 1.8188, -0.1539], [-3.5635, -4.7239, 0.2332], [4.7455, 0.6707, 4.5457], [3.4685, 2.9543, 0.0334], [-5.9555, 1.9308, 1.5316], [4.7522, 3.0911, 1.0447], [1.2342, 0.0222, 0.0143], [-0.1502, 5.5729, -2.7810], [-7.4713, -0.3405, 0.1266], [2.4299, -1.1788, 3.7151], [1.0970, 5.5192, -0.6924], [-2.0671, -4.1713, -4.4923], [-2.9761, -1.7416, 0.6410], [-3.9843, -2.4138, -0.7842], [-0.2380, -1.5136, 5.5866], [-2.8582, -1.8356, 4.9019], [-0.9186, 4.0610, -2.4236], [3.1415, 1.1578, 3.8554], [2.1314, -0.2737, -3.0921], [2.8222, 1.3210, -2.9067], [0.9714, -3.8174, 0.2863], [2.8550, -4.8422, -0.9463], [-0.2447, -0.2801, 4.4324], [-3.2173, -1.4520, -4.9360], [-1.1065, 0.0465, 0.6483], [5.0022, 0.7851, -3.4487], [4.2907, 4.7625, -1.3944], [-3.1497, -2.7389, -6.1781], [-1.1695, 1.7779, 0.1735], [0.0428, 4.1274, -0.1593]], "forces_ev_per_a": [[0.1088, 0.1576, -0.9805], [0.2355, -0.2101, 0.3444], [0.4148, -0.2031, -0.0901], [-0.0034, -0.1776, -0.5888], [-0.0691, -0.0871, 0.3274], [-0.1445, -0.3456, -0.1132], [0.0779, 0.4960, 0.3717], [-0.2013, 0.1356, -0.4633], [0.4058, -0.2167, 0.6500], [0.8828, -0.7231, -0.3799], [0.1821, -0.4724, 0.2830], [-0.3019, -0.0330, 0.1669], [0.4018, 0.1556, 0.4765], [0.0683, -0.3022, -0.0878], [0.4340, -0.2985, -0.8919], [-0.7748, -0.3698, 0.3027], [1.8745, -0.0619, -1.3791], [0.0956, 0.0150, -0.0040], [-0.0406, -0.0416, -0.0308], [-0.1792, 0.1763, 0.0882], [-0.7774, -0.0868, 1.1014], [-1.5297, 0.3214, -0.2530], [0.8771, -1.2594, -0.0899], [-1.2843, 0.4771, 0.5043], [0.6775, 1.5956, 1.4610], [-2.3389, 1.2784, 1.0759], [-0.8410, -0.4010, -0.6777], [-0.8235, 0.9455, -0.0539], [-0.8331, -0.2212, 2.5696], [-0.0168, -1.0162, 0.0563], [-0.5642, 2.1780, -0.3826], [-0.8478, 0.3104, 0.4155], [-1.6748, 0.2471, -0.0829], [-0.6788, 2.5152, 1.1376], [-0.4944, -0.3616, 0.3173], [1.2889, 1.0272, 0.8072], [-0.6363, 0.8586, 0.0652], [-0.1819, 0.1600, 0.3644], [0.7546, -1.8809, 0.5076], [0.4503, -0.9633, -1.0545], [0.1350, 0.2421, -0.0395], [-0.2317, -0.1862, -1.0098], [0.5083, 0.2796, -0.1372], [0.7777, -0.6288, -0.0418], [0.1214, -0.8187, -0.4812], [-0.2499, 0.9133, 0.5156], [-0.1949, 0.0974, 0.3789], [0.7196, 0.2845, 0.3326], [0.7530, -0.5286, -0.2943], [0.3865, 0.1919, -0.2190], [0.7377, 0.5122, -0.4710], [-0.5698, -0.3915, -0.0632], [-0.4644, -0.4479, -1.1822], [0.0800, 0.3275, -0.9852], [0.1192, -0.7244, 0.0393], [-0.1486, 1.1781, 0.3694], [1.1810, -0.6626, -0.2275], [0.3529, 0.1035, -0.5940], [-0.0966, 0.4382, -0.0296], [-0.2786, -0.0071, -0.1837], [0.1870, 0.0638, 0.3941], [-0.1524, -0.2124, 0.4621], [-1.2594, -1.0027, -0.9547], [0.2680, 0.2902, -0.9225], [-0.0103, -0.7145, 0.6467], [0.4660, 0.6171, -0.6196], [-1.3378, -1.0248, -0.0788], [1.3918, -1.1245, -0.1198], [0.4727, -0.4260, 0.3260], [0.1109, -0.1435, 0.0961], [0.3506, 0.2031, 0.5390], [-0.0067, 0.2629, 0.0485], [0.3342, 0.3433, -0.5983], [0.3464, -0.3389, -0.5100], [0.0505, 0.2044, -0.1184], [0.0782, -0.3203, -0.4737], [0.3562, 0.4064, -0.4667], [0.2226, -0.1464, 0.3887], [0.0420, -0.3628, 0.1392], [0.4588, -0.0642, 0.3550]], "mulliken_charge": [-0.162, -0.114, -0.144, -0.078, -0.171, -0.114, -0.073, -0.105, -0.198, -0.143, -0.152, -0.094, -0.144, -0.183, -0.086, -0.154, -0.101, -0.173, -0.163, -0.167, 0.793, -0.464, -0.197, -0.189, 0.008, -0.462, -0.709, -0.581, -0.436, -0.637, -0.591, -0.571, -0.524, -0.578, -0.181, -0.492, -0.407, 0.350, 0.025, 0.411, -0.004, 0.276, 0.305, 0.382, 0.394, -0.385, 0.386, 0.413, 0.449, 0.410, -0.162, 0.431, 0.442, -0.281, 0.422, 0.354, -0.510, 0.449, 0.345, -0.063, 0.316, 0.356, -0.155, 0.200, 0.425, 0.366, 0.419, 0.194, -0.084, -0.377, 0.109, 0.431, 0.093, 0.340, -0.051, 0.323, 0.264, 0.408, 0.384, 0.137]}



Electronic energy: -6701.5033, -52266.3451 (a.u.)